# C32H94N6O16

A cluster of 12 separate species, C32H94N6O16 in total (the ωB97M-V functional and the def2-TZVPD basis, the OMol25 dataset).

Output
LUMO (eV): 0.2
SMILES: COC[C@H](C)N.COC[C@H](C)N.COC[C@H](C)N.COC[C@H](C)N.COC[C@H](C)N.COC[C@H](C)N.OCCO.OCCO.OCCO.OCCO.O.O

```
148
C32H94N6O16, DFT the ωB97M-V functional and the def2-TZVPD basis
C 3.40 -6.84 6.14
O 2.72 -7.54 5.06
C 2.65 -6.86 3.82
C 2.39 -5.31 3.84
C 1.06 -4.96 4.43
N 2.22 -4.78 2.43
H 4.48 -6.84 6.02
H 3.11 -7.41 7.02
H 3.07 -5.81 6.21
H 3.63 -6.81 3.34
H 1.86 -7.32 3.23
H 3.22 -4.76 4.26
H 1.00 -5.17 5.50
H 0.29 -5.57 3.95
H 0.88 -3.91 4.21
H 1.57 -5.45 2.04
H 3.03 -5.03 1.87
C -9.62 0.08 3.25
O -8.28 0.42 3.51
C -8.22 1.73 4.06
C -6.86 2.35 3.71
C -5.65 1.69 4.27
N -6.80 3.78 4.02
H -10.05 0.63 2.41
H -10.28 0.17 4.11
H -9.67 -0.99 3.05
H -9.01 2.40 3.71
H -8.24 1.72 5.15
H -6.78 2.29 2.63
H -5.38 0.72 3.85
H -5.71 1.64 5.36
H -4.79 2.25 3.91
H -5.94 4.18 3.69
H -7.56 4.33 3.64
C 0.90 4.64 5.78
O 0.94 5.56 4.68
C 0.14 6.77 4.86
C -0.20 7.47 3.53
C 1.02 8.32 3.08
N -1.36 8.37 3.56
H -0.11 4.36 6.09
H 1.45 4.96 6.66
H 1.39 3.72 5.47
H -0.79 6.52 5.37
H 0.62 7.50 5.51
H -0.40 6.56 2.97
H 1.30 9.11 3.77
H 0.85 8.68 2.07
H 1.87 7.65 2.96
H -1.43 8.85 2.67
H -1.15 9.20 4.11
C -5.30 -3.92 -0.30
O -5.03 -5.33 -0.10
C -5.59 -5.87 1.08
C -5.25 -7.40 1.11
C -5.62 -8.30 0.01
N -5.65 -8.01 2.36
H -4.75 -3.45 -1.11
H -5.00 -3.27 0.52
H -6.36 -3.79 -0.53
H -5.30 -5.32 1.97
H -6.67 -5.80 0.95
H -4.17 -7.35 1.17
H -5.31 -9.32 0.22
H -5.24 -7.94 -0.94
H -6.70 -8.46 -0.04
H -5.43 -7.31 3.05
H -5.01 -8.77 2.54
C 6.87 3.42 1.18
O 7.70 4.01 0.26
C 7.36 5.27 -0.19
C 8.53 5.96 -0.93
C 9.69 6.28 -0.07
N 8.14 7.16 -1.57
H 7.35 2.47 1.42
H 5.90 3.28 0.72
H 6.96 3.94 2.13
H 6.52 5.17 -0.87
H 7.06 5.86 0.68
H 8.80 5.33 -1.77
H 9.19 6.68 0.82
H 10.52 6.80 -0.55
H 10.04 5.29 0.21
H 8.89 7.38 -2.21
H 8.39 7.80 -0.83
C 5.84 -6.22 -2.54
O 5.27 -7.35 -1.91
C 5.55 -8.50 -2.78
C 5.11 -9.74 -1.93
C 5.66 -11.04 -2.48
N 3.68 -9.86 -1.94
H 5.45 -6.05 -3.55
H 6.93 -6.24 -2.55
H 5.56 -5.36 -1.93
H 5.01 -8.34 -3.72
H 6.62 -8.62 -2.99
H 5.42 -9.53 -0.91
H 5.31 -11.82 -1.80
H 6.75 -11.07 -2.47
H 5.26 -11.19 -3.48
H 3.42 -10.22 -2.84
H 3.35 -8.91 -1.91
O -1.01 2.41 -1.51
C 0.13 1.64 -1.20
C 0.56 0.66 -2.31
O 0.85 1.35 -3.53
H -0.76 2.77 -2.36
H 0.97 2.31 -1.01
H -0.05 1.03 -0.32
H -0.21 -0.09 -2.50
H 1.46 0.14 -2.00
H 1.80 1.49 -3.59
O -3.32 -5.63 -5.19
C -2.26 -6.45 -5.60
C -1.01 -6.25 -4.75
O -1.22 -6.53 -3.33
H -3.44 -5.72 -4.24
H -2.56 -7.50 -5.58
H -2.09 -6.12 -6.63
H -0.62 -5.25 -4.94
H -0.27 -6.96 -5.11
H -1.85 -5.86 -3.05
O -7.95 9.42 -1.88
C -7.02 8.68 -1.11
C -5.72 8.36 -1.90
O -4.88 9.47 -2.18
H -8.76 9.45 -1.37
H -6.78 9.28 -0.23
H -7.58 7.81 -0.80
H -5.95 7.81 -2.81
H -5.15 7.68 -1.26
H -5.42 10.16 -2.57
O 0.08 7.58 -4.49
C 1.42 7.81 -4.11
C 1.71 9.23 -4.50
O 1.81 9.18 -5.93
H -0.53 8.23 -4.13
H 1.52 7.70 -3.03
H 2.03 7.07 -4.63
H 2.66 9.61 -4.14
H 0.99 9.98 -4.18
H 0.96 8.97 -6.31
O 5.64 -1.71 -8.24
H 5.85 -0.84 -7.91
H 6.34 -1.91 -8.86
O -1.33 0.04 -8.13
H -0.77 0.30 -7.40
H -0.77 -0.52 -8.67
```

=====

# C9H14

A cluster of 2 separate species, C9H14 in total (the ωB97M-V functional and the def2-TZVPD basis, the OMol25 dataset).

Output
LUMO (alpha / beta) (eV): -4.5 / -8.1
<S²>: 0.77
Net charge: +1
2S+1: 2

```
23
C9H14, DFT the ωB97M-V functional and the def2-TZVPD basis
C -4.17 -0.28 0.44
C -3.43 -0.49 1.75
H -4.55 -1.18 -0.03
H -4.99 0.40 0.62
H -3.50 0.16 -0.30
H -4.00 -1.04 2.50
H -3.13 0.44 2.24
H -2.55 -1.12 1.62
C 3.34 -1.54 -0.76
C 0.81 1.86 -0.35
C 2.20 2.04 -0.32
C 0.23 0.57 -0.41
C 3.00 0.98 -0.65
C 1.02 -0.51 -0.72
C 2.42 -0.35 -0.79
H 0.19 2.74 -0.39
H 2.71 2.97 -0.08
H -0.80 0.28 -0.37
H 4.02 1.02 -0.98
H 0.59 -1.50 -0.76
H 4.20 -1.36 -1.40
H 2.82 -2.40 -1.17
H 3.57 -1.68 0.30
```

=====

# C20H42BClF6NOP2S2

A cluster of 2 separate species, C20H42BClF6NOP2S2 in total (the ωB97M-V functional and the def2-TZVPD basis, the OMol25 dataset).

Output
LUMO (eV): 1.6
Net charge: -1

```
76
C20H42BClF6NOP2S2, DFT the ωB97M-V functional and the def2-TZVPD basis
C -3.80 -1.28 0.36
C -4.73 -0.08 0.63
C -4.14 0.92 1.61
C -2.90 1.72 1.14
C -2.58 1.64 -0.35
C -1.68 2.78 -0.81
C -1.63 2.90 -2.33
C -0.25 2.83 -3.03
N 0.87 2.13 -2.35
C 2.07 3.00 -2.32
C 3.06 2.78 -1.17
C 2.49 2.23 0.11
C 3.60 2.17 1.18
C 4.14 0.75 1.30
C 5.27 0.63 2.35
C 6.60 0.20 1.73
C 6.74 -1.33 1.64
C 1.08 0.85 -2.78
S 2.54 0.17 -3.11
S -0.42 -0.05 -2.99
C 0.12 -1.71 -3.40
C 0.68 -2.63 -2.28
C 0.32 -2.31 -0.83
B 0.22 -3.64 0.01
P -0.51 -3.70 1.77
O 0.31 -4.92 2.54
Cl 0.12 -2.01 2.75
H -4.16 -2.15 0.88
H -3.71 -1.46 -0.70
H -2.83 -1.03 0.80
H -5.05 0.38 -0.30
H -5.63 -0.47 1.09
H -4.94 1.58 1.95
H -3.84 0.34 2.48
H -2.04 1.36 1.68
H -3.04 2.77 1.40
H -3.48 1.71 -0.94
H -2.09 0.69 -0.56
H -0.70 2.76 -0.35
H -2.17 3.68 -0.43
H -2.25 2.11 -2.75
H -2.07 3.84 -2.66
H -0.40 2.37 -4.00
H 0.05 3.85 -3.24
H 2.61 2.96 -3.27
H 1.71 4.01 -2.22
H 3.57 3.72 -0.98
H 3.82 2.09 -1.54
H 1.67 2.84 0.47
H 2.16 1.21 -0.09
H 3.24 2.52 2.14
H 4.43 2.80 0.85
H 4.50 0.46 0.32
H 3.31 0.12 1.57
H 5.41 1.62 2.78
H 4.95 -0.07 3.12
H 7.41 0.63 2.30
H 6.66 0.59 0.72
H 7.70 -1.66 2.03
H 5.96 -1.82 2.21
H 6.66 -1.67 0.61
H -0.74 -2.19 -3.85
H 0.86 -1.61 -4.18
H 1.75 -2.72 -2.43
H 0.26 -3.61 -2.50
H -0.65 -1.82 -0.74
H 1.11 -1.73 -0.35
H 0.51 -4.71 -0.43
H -0.29 -5.67 2.55
F -7.37 -1.67 2.19
P -6.83 -3.24 2.17
F -8.21 -3.55 3.02
F -5.52 -2.48 2.85
F -5.73 -3.78 1.05
F -7.80 -3.40 0.84
F -6.33 -4.54 3.06
```

=====

# C34H48BrKN6O3S4Si2Te

A structure of composition C34H48BrKN6O3S4Si2Te (the ωB97M-V functional and the def2-TZVPD basis, the OMol25 dataset).

Output
LUMO (eV): 3.5
Net charge: -2

```
100
C34H48BrKN6O3S4Si2Te, DFT the ωB97M-V functional and the def2-TZVPD basis
K -1.20 -0.35 0.76
S -0.16 1.32 3.06
C -1.76 2.00 3.03
N -2.48 2.22 4.08
N -1.94 1.87 5.25
C -2.59 2.17 6.43
C -3.80 2.88 6.45
C -4.41 3.16 7.66
C -3.85 2.76 8.87
C -2.65 2.06 8.84
C -2.03 1.76 7.64
N -2.47 2.45 1.87
N -1.88 2.36 0.79
C -2.65 2.94 -0.31
C -2.02 2.89 -1.54
C -2.67 3.39 -2.67
C -3.94 3.94 -2.55
C -4.56 3.98 -1.30
C -3.91 3.49 -0.18
H -1.01 1.45 5.22
H -4.23 3.18 5.51
H -5.35 3.71 7.65
H -4.34 2.99 9.81
H -2.20 1.73 9.77
H -1.10 1.21 7.63
H -1.04 2.43 -1.60
H -2.19 3.32 -3.64
H -4.45 4.31 -3.43
H -5.56 4.39 -1.21
H -4.39 3.50 0.79
C 5.59 2.33 -0.61
C 5.50 0.80 -0.58
S 3.87 0.04 -0.48
C 3.16 0.85 0.97
C 2.51 2.25 0.80
S 1.77 2.50 -0.83
C 2.31 4.17 -1.19
C 3.83 4.42 -1.28
S 4.87 3.15 -2.06
H 6.65 2.60 -0.57
H 5.12 2.75 0.28
H 6.11 0.46 0.26
H 5.93 0.38 -1.49
H 3.94 0.91 1.74
H 2.41 0.16 1.34
H 3.26 3.02 0.96
H 1.73 2.36 1.55
H 1.90 4.87 -0.46
H 1.84 4.40 -2.15
H 4.25 4.59 -0.29
H 4.01 5.33 -1.85
Br -5.51 1.16 -5.84
C -4.75 0.67 -4.16
C -5.52 0.78 -3.02
N -5.04 0.48 -1.81
C -3.77 0.08 -1.74
C -2.93 -0.07 -2.84
C -3.44 0.23 -4.09
C -1.48 -0.56 -2.71
O -0.90 -0.82 -3.77
O -1.05 -0.65 -1.52
H -6.55 1.11 -3.08
H -3.40 -0.14 -0.74
H -2.80 0.11 -4.95
C 3.63 -4.60 -2.18
Si 3.22 -4.95 -0.39
C 4.26 -3.86 0.69
C 3.71 -6.74 -0.07
C 1.43 -4.71 0.01
Te 0.56 -2.88 -0.78
C 0.03 -3.87 -2.61
Si -1.59 -4.78 -2.50
C -2.08 -5.28 -4.24
C -1.40 -6.34 -1.50
C -2.96 -3.79 -1.76
H 4.71 -4.61 -2.32
H 3.24 -3.62 -2.46
H 3.19 -5.35 -2.84
H 5.33 -3.97 0.46
H 4.11 -4.11 1.75
H 3.99 -2.81 0.54
H 4.78 -6.91 -0.26
H 3.14 -7.41 -0.71
H 3.51 -7.01 0.97
H 1.29 -4.64 1.10
H 0.81 -5.54 -0.33
H 0.85 -4.55 -2.85
H 0.00 -3.09 -3.38
H -1.36 -5.98 -4.67
H -2.12 -4.40 -4.89
H -3.07 -5.75 -4.25
H -0.53 -6.93 -1.81
H -2.29 -6.97 -1.60
H -1.28 -6.10 -0.43
H -3.16 -2.89 -2.35
H -2.69 -3.47 -0.75
H -3.87 -4.38 -1.72
O -2.15 -4.51 3.15
C -1.87 -3.57 2.42
N -1.59 -2.66 1.71
```

=====

# C13H11BeN4O8S

A structure of composition C13H11BeN4O8S (the ωB97M-V functional and the def2-TZVPD basis, the OMol25 dataset).

Output
LUMO (eV): 2.5
Net charge: -1

```
38
C13H11BeN4O8S, DFT the ωB97M-V functional and the def2-TZVPD basis
Be -1.11 -1.99 -0.25
O -0.14 -1.30 5.48
C -0.25 -1.39 4.13
C 0.74 -0.93 3.27
C 0.58 -1.06 1.91
N -0.52 -1.62 1.39
C -1.46 -2.08 2.23
C -1.38 -1.99 3.60
C -2.63 -2.74 1.51
O -3.57 -3.19 2.14
O -2.44 -2.74 0.24
C 1.67 -0.56 0.97
O 2.55 0.15 1.48
O 1.56 -0.93 -0.23
H 0.70 -0.88 5.69
H 1.64 -0.45 3.62
H -2.18 -2.39 4.20
O 0.57 -3.99 0.01
N 0.55 -3.59 -1.15
O 1.27 -4.02 -2.03
O -0.30 -2.66 -1.47
C 2.61 1.58 -1.78
C 1.16 1.85 -1.95
C 0.65 3.02 -2.45
C -0.75 3.14 -2.52
N -1.57 2.18 -2.14
C -1.06 1.03 -1.65
S -2.10 -0.20 -1.14
N 0.30 0.89 -1.57
C -1.38 4.40 -3.04
H 3.20 2.42 -2.14
H 2.89 0.67 -2.31
H 2.83 1.38 -0.72
H 1.30 3.82 -2.77
H 0.71 0.03 -1.13
H -0.73 4.92 -3.74
H -1.58 5.06 -2.19
H -2.33 4.16 -3.51
```

=====

# C39H39Cl4Ge2N6O4W

A structure of composition C39H39Cl4Ge2N6O4W (the ωB97M-V functional and the def2-TZVPD basis, the OMol25 dataset).

Output
LUMO (alpha / beta) (eV): -6.9 / -7.8
<S²>: 3.78
Net charge: +2
2S+1: 4

```
95
C39H39Cl4Ge2N6O4W, DFT the ωB97M-V functional and the def2-TZVPD basis
W -0.98 0.67 -0.85
O 5.79 2.80 3.27
C 5.28 1.85 2.47
O 5.92 0.88 2.16
C 3.86 2.03 2.00
C 3.52 1.41 0.80
C 2.22 1.46 0.34
C 1.25 2.13 1.09
C 1.58 2.74 2.30
C 2.89 2.70 2.74
N -0.09 2.13 0.60
C -0.88 3.13 0.87
C -2.26 3.11 0.40
C -3.12 4.17 0.58
C -4.43 4.06 0.10
C -4.81 2.88 -0.54
C -3.88 1.87 -0.72
N -2.62 1.98 -0.27
H 5.23 3.58 3.31
H 4.28 0.88 0.25
H 1.96 0.98 -0.59
H 0.82 3.19 2.93
H 3.13 3.14 3.70
H -0.54 4.01 1.41
H -2.79 5.07 1.09
H -5.13 4.87 0.23
H -5.82 2.75 -0.91
H -4.12 0.95 -1.25
Cl 1.40 -4.92 -3.94
C 0.37 -3.69 -3.33
C -1.02 -3.83 -3.42
Cl -1.70 -5.20 -4.18
C -1.86 -2.84 -2.91
Cl -3.57 -2.95 -3.05
C -1.28 -1.73 -2.29
O -1.99 -0.72 -1.71
C 0.10 -1.56 -2.24
O 0.50 -0.42 -1.67
C 0.94 -2.56 -2.74
Cl 2.64 -2.35 -2.64
C 0.75 -3.27 3.42
Ge 0.84 -2.76 1.55
C 0.17 -4.06 0.28
C 2.45 -1.83 0.98
Ge -1.09 -0.80 1.36
C -2.44 -2.15 1.66
C -3.13 -2.78 0.62
C -4.01 -3.81 0.89
C -4.20 -4.25 2.19
C -3.52 -3.63 3.24
C -2.64 -2.60 2.97
C -0.96 0.22 3.02
C 0.24 0.50 3.65
C 0.27 1.27 4.81
C -0.90 1.79 5.32
C -2.11 1.53 4.69
C -2.14 0.75 3.55
H 1.67 -3.80 3.65
H -0.10 -3.93 3.59
H 0.67 -2.41 4.08
H 0.88 -4.90 0.25
H 0.09 -3.64 -0.71
H -0.80 -4.44 0.60
H 3.11 -2.58 0.54
H 2.96 -1.34 1.81
H 2.22 -1.11 0.20
H -3.01 -2.45 -0.39
H -4.55 -4.29 0.08
H -4.88 -5.06 2.40
H -3.67 -3.96 4.25
H -2.11 -2.12 3.79
H 1.18 0.11 3.25
H 1.22 1.46 5.31
H -0.88 2.39 6.22
H -3.03 1.93 5.09
H -3.10 0.52 3.08
C 2.02 0.03 -5.51
C 2.80 1.26 -5.07
C 3.55 1.01 -3.77
C 1.92 2.51 -5.00
N 0.81 2.35 -4.06
C -0.43 1.88 -4.29
N -1.07 1.83 -3.15
N -0.18 2.25 -2.23
N 0.96 2.55 -2.76
H 2.69 -0.81 -5.67
H 1.48 0.20 -6.44
H 1.30 -0.28 -4.74
H 3.53 1.50 -5.85
H 2.87 0.73 -2.96
H 4.12 1.89 -3.45
H 4.26 0.19 -3.90
H 1.47 2.75 -5.96
H 2.48 3.38 -4.64
H -0.82 1.62 -5.26
```

=====

Looking at max |F| for the records above, in order, we have 2.81, 1.70, 1.42, 1.58, 0.16, 1.27 eV/A.